# 1
C30H29BrCl2GdN8O4S as an isolated structure at a distorted geometry. Source: OMol25; level of theory: ωB97M-V/def2-TZVPD.

Each line ends with the Mulliken charge.
CARTESIAN COORDINATES (ANGSTROEM)
Gd1 0.494 -0.289 0.691  0.200
Cl1 0.259 -7.674 -0.087  -0.203
C1 -0.001 -5.989 -0.051  0.286
C2 -1.274 -5.524 0.330  -0.662
C3 -1.489 -4.171 0.373  0.540
Cl2 -3.034 -3.551 0.788  -0.189
C4 -0.460 -3.213 0.083  -0.242
O1 -0.705 -1.956 0.150  0.242
C5 0.844 -3.737 -0.317  1.196
C6 1.904 -2.855 -0.635  -0.332
O2 1.864 -1.583 -0.532  -0.403
C7 1.031 -5.118 -0.390  -1.207
H1 -2.065 -6.221 0.561  0.489
H2 2.831 -3.318 -0.995  0.375
H3 1.990 -5.503 -0.709  0.423
N1 2.077 1.450 0.961  -0.292
C8 2.806 2.246 1.406  0.250
N2 3.693 2.944 2.037  0.139
C9 4.498 4.019 1.437  -0.597
C10 4.262 5.313 2.209  -0.508
O3 4.560 5.109 3.583  -0.392
C11 3.667 4.176 4.164  -0.666
C12 3.836 2.811 3.502  -0.327
H4 4.243 4.129 0.385  0.442
H5 5.548 3.732 1.536  0.306
H6 3.228 5.639 2.085  0.329
H7 4.941 6.085 1.851  0.356
H8 2.638 4.516 4.053  0.381
H9 3.918 4.103 5.222  0.346
H10 3.099 2.098 3.873  0.320
H11 4.843 2.435 3.701  0.170
C13 -5.270 -0.865 -1.369  -1.021
C14 -4.558 0.451 -1.060  -0.567
C15 -3.097 0.263 -0.650  -0.561
N3 -2.328 -0.282 -1.762  0.459
C16 -1.130 0.090 -2.164  0.059
S1 -0.210 1.305 -1.393  -0.348
N4 -0.629 -0.486 -3.293  0.057
C17 -1.328 -0.989 -4.435  0.074
O4 -0.816 -1.869 -5.071  -0.550
C18 -2.606 -0.325 -4.799  0.406
C19 -2.826 1.034 -4.562  0.070
C20 -3.981 1.639 -5.028  -0.682
C21 -4.919 0.899 -5.734  -0.417
C22 -4.700 -0.449 -5.981  -0.591
C23 -3.544 -1.058 -5.524  -0.621
H12 -6.322 -0.682 -1.583  0.381
H13 -5.210 -1.549 -0.521  0.219
H14 -4.851 -1.366 -2.247  0.289
H15 -5.070 0.953 -0.238  0.371
H16 -4.600 1.108 -1.931  0.235
H17 -3.030 -0.429 0.195  0.146
H18 -2.658 1.214 -0.360  0.354
H19 -2.784 -1.028 -2.268  0.249
H20 0.377 -0.472 -3.384  0.308
H21 -2.083 1.635 -4.053  0.408
H22 -4.140 2.694 -4.853  0.457
H23 -5.813 1.379 -6.110  0.425
H24 -5.421 -1.023 -6.547  0.432
H25 -3.349 -2.102 -5.732  0.471
Br1 6.113 -0.662 3.098  -0.127
C24 4.290 -1.046 3.401  -0.656
C25 3.835 -1.386 4.666  -0.038
C26 2.476 -1.601 4.830  -0.928
C27 1.636 -1.454 3.740  -0.116
N5 2.081 -1.141 2.518  0.073
C28 3.392 -0.953 2.353  -0.113
H26 4.521 -1.480 5.496  0.483
H27 2.071 -1.869 5.795  0.431
H28 0.565 -1.583 3.846  0.500
H29 3.737 -0.717 1.353  0.706
N6 -0.932 0.580 2.157  -0.598
C29 -0.806 1.761 2.159  0.768
N7 -0.847 3.006 2.219  -0.738
C30 -0.009 3.950 1.906  0.618
N8 0.728 4.805 1.653  -0.543

Calculated values
<S²>: 16.02
Relative energy (zero: lowest compared OMol25 entry of this formula, charge and spin), kJ/mol: 47.8
Gap between HOMO and LUMO (spin up / spin down), eV: 7.43 / 5.00
2S+1: 8
Total charge: +1

# 2
C45H47F6N6O7PY as an isolated structure at a distorted geometry. Source: OMol25; level of theory: ωB97M-V/def2-TZVPD.

Each line ends with the Mulliken charge.
CARTESIAN COORDINATES (ANGSTROEM)
Y1 0.301 0.365 -0.026  -0.639
C1 1.226 -2.364 -3.938  -1.095
C2 1.728 -1.497 -4.894  -0.898
C3 1.701 -0.134 -4.657  -0.941
C4 1.173 0.337 -3.456  0.219
N1 0.675 -0.510 -2.546  1.859
C5 0.702 -1.819 -2.777  -0.253
C6 1.223 1.775 -3.054  1.754
C7 1.542 2.768 -3.985  -0.637
C8 1.752 4.074 -3.561  -1.016
C9 1.676 4.370 -2.204  -0.798
C10 1.321 3.373 -1.298  -0.578
C11 1.027 2.052 -1.690  0.380
H1 1.253 -3.437 -4.062  0.579
H2 2.160 -1.879 -5.812  0.388
H3 2.131 0.554 -5.371  0.372
H4 0.296 -2.441 -1.994  0.152
H5 1.639 2.531 -5.039  0.356
H6 2.002 4.845 -4.282  0.346
H7 1.891 5.373 -1.851  0.514
H8 1.250 3.641 -0.248  0.480
O1 4.313 1.723 -0.213  -0.791
C12 3.571 0.838 0.196  -0.441
O2 2.405 0.986 0.697  -0.490
C13 4.087 -0.595 0.180  0.918
C14 5.419 -0.785 0.416  -0.335
C15 5.968 -2.077 0.432  -0.835
C16 5.193 -3.174 0.139  -0.276
C17 3.851 -2.998 -0.142  -0.558
C18 3.192 -1.716 -0.063  -0.557
O3 1.951 -1.577 -0.180  0.693
N2 3.128 -4.204 -0.525  0.990
O4 2.054 -4.093 -1.085  -0.500
O5 3.657 -5.288 -0.302  -0.744
N3 7.372 -2.269 0.720  1.036
O6 8.043 -1.285 0.998  -0.675
O7 7.833 -3.403 0.674  -0.684
H9 6.049 0.078 0.575  0.592
H10 5.623 -4.164 0.110  0.643
F1 -0.395 3.610 1.867  -0.816
P1 -0.744 4.970 2.700  1.726
F2 -1.105 6.313 3.523  -0.363
F3 -1.229 4.060 3.957  -0.394
F4 0.757 4.997 3.294  -0.409
F5 -0.270 5.861 1.425  -0.398
F6 -2.256 4.943 2.105  -0.365
C19 0.522 -3.971 2.432  -1.925
C20 -0.541 -2.979 1.967  3.031
C21 -1.423 -2.530 3.136  -1.565
C22 -1.416 -3.492 0.856  -0.167
C23 -1.921 -4.775 0.918  -0.192
C24 -2.806 -5.252 -0.044  -1.394
C25 -3.221 -4.403 -1.066  -0.719
C26 -2.756 -3.108 -1.175  0.676
C27 -3.408 -2.225 -2.218  0.485
C28 -2.455 -1.499 -3.164  -0.999
C29 -4.345 -1.238 -1.519  -1.451
C30 -1.770 -2.594 -0.235  -0.988
N4 -1.186 -1.436 -0.411  1.170
H11 1.217 -3.480 3.117  0.341
H12 1.087 -4.364 1.589  0.382
H13 0.082 -4.813 2.971  0.496
H14 -0.030 -2.103 1.560  -1.371
H15 -2.008 -3.375 3.513  0.377
H16 -2.119 -1.753 2.818  0.273
H17 -0.822 -2.136 3.958  0.359
H18 -1.626 -5.426 1.732  0.345
H19 -3.184 -6.266 0.013  0.334
H20 -3.949 -4.760 -1.790  0.329
H21 -4.027 -2.898 -2.826  0.661
H22 -1.784 -0.858 -2.594  -0.449
H23 -3.029 -0.893 -3.870  0.637
H24 -1.849 -2.203 -3.738  0.257
H25 -3.779 -0.606 -0.838  0.123
H26 -5.103 -1.767 -0.939  0.453
H27 -4.852 -0.597 -2.245  0.404
C31 -1.911 4.380 -1.228  -1.104
N5 -1.701 3.404 -2.329  1.241
C32 -2.018 3.974 -3.649  -1.083
C33 -2.385 2.055 -2.118  -1.137
C34 -2.871 1.840 -0.722  -0.378
C35 -4.207 2.155 -0.466  -0.307
C36 -4.758 1.913 0.777  -1.313
C37 -3.955 1.337 1.752  -1.099
C38 -2.628 1.041 1.475  0.405
C39 -2.002 1.289 0.239  2.603
H28 -1.312 5.259 -1.452  0.413
H29 -1.584 3.935 -0.294  0.341
H30 -2.971 4.617 -1.165  0.414
H31 -0.685 3.189 -2.318  -0.623
H32 -3.075 4.243 -3.668  0.344
H33 -1.801 3.231 -4.413  0.346
H34 -1.396 4.852 -3.806  0.368
H35 -1.626 1.320 -2.383  -0.360
H36 -3.193 2.011 -2.853  0.573
H37 -4.831 2.558 -1.262  0.398
H38 -5.796 2.147 0.978  0.323
H39 -4.364 1.120 2.732  0.428
H40 -2.061 0.574 2.272  0.266
C40 1.938 0.117 6.713  -1.616
C41 1.470 0.156 5.286  1.281
C42 0.454 1.012 4.888  -1.633
C43 0.055 1.032 3.563  -0.476
N6 0.602 0.248 2.632  1.296
C44 1.589 -0.565 3.006  -0.535
C45 2.042 -0.649 4.311  -1.305
H41 2.191 1.117 7.067  0.366
H42 2.816 -0.518 6.824  0.362
H43 1.152 -0.273 7.364  0.308
H44 -0.012 1.696 5.585  0.477
H45 -0.697 1.733 3.229  0.144
H46 2.043 -1.156 2.223  0.467
H47 2.852 -1.326 4.550  0.389

Calculated values
<S²>: 0.80
Relative energy (zero: lowest compared OMol25 entry of this formula, charge and spin), kJ/mol: 118.9
Gap between HOMO and LUMO (spin up / spin down), eV: 6.07 / 6.03
2S+1: 2
Total charge: -2

# 3
One molecule with the formula C4H4ClOP at a distorted geometry. Source: OMol25; level of theory: ωB97M-V/def2-TZVPD.

Each line ends with the Mulliken charge.
CARTESIAN COORDINATES (ANGSTROEM)
C1 0.514 -1.089 0.504  -0.229
C2 1.069 0.080 0.116  -0.124
C3 -0.817 -1.471 0.078  0.138
C4 0.372 1.211 -0.495  -0.934
O1 -1.424 -2.456 -0.115  -0.376
P1 -1.471 0.762 -0.920  0.135
Cl1 -2.411 1.307 0.834  -0.241
H1 0.888 -1.986 0.916  0.420
H2 2.110 0.273 0.273  0.397
H3 0.376 2.035 0.210  0.359
H4 0.796 1.334 -1.401  0.454

Calculated values
Relative energy (zero: lowest compared OMol25 entry of this formula, charge and spin), kJ/mol: 111.5
Gap between HOMO and LUMO, eV: 7.46
Total charge: 0

# 4
C3H13N2OSn as an isolated structure at a distorted geometry. Source: OMol25; level of theory: ωB97M-V/def2-TZVPD.

Each line ends with the Mulliken charge.
CARTESIAN COORDINATES (ANGSTROEM)
C1 -1.073 0.968 -2.684  -1.117
Sn1 -0.160 0.862 -0.728  -0.554
N1 0.771 -1.387 -0.938  -2.727
H1 -1.438 1.276 0.298  -0.177
H2 1.281 1.510 -0.010  -0.065
H3 -1.358 1.978 -3.007  0.251
H4 -1.869 0.245 -2.941  0.418
H5 -0.192 0.588 -3.214  0.256
H6 0.433 -2.200 -0.362  0.730
H7 1.726 -1.178 -0.561  0.354
H8 0.880 -1.699 -1.916  1.365
C2 -0.897 0.363 3.161  -1.027
C3 0.461 -0.140 2.737  0.316
N2 1.370 -0.380 3.729  -0.570
O1 0.809 -0.388 1.553  0.138
H9 -1.071 0.185 4.238  0.394
H10 -1.667 -0.168 2.591  0.237
H11 -1.047 1.439 2.969  0.195
H12 2.262 -0.707 3.385  0.285
H13 1.157 -0.370 4.720  0.296

Calculated values
Relative energy (zero: lowest compared OMol25 entry of this formula, charge and spin), kJ/mol: 2.9
Gap between HOMO and LUMO (spin up / spin down), eV: 2.72 / 2.72
Total charge: -1